(1)
Below is a molecular structure, C4H8N9O7P2Pd, with properties calculated with the ωB97M-V functional and the def2-TZVPD basis.

Gap between HOMO and LUMO, eV: 7.56
Energy relative to the best compared isomer or geometry (same formula, charge and spin), kcal/mol: 0.0

ORCA input file:
```
! wB97M-V def2-TZVPD RIJCOSX def2/J DEFGRID3
* xyz -1 1
Pd -0.4948 -0.2755 -0.7649
C 1.4458 -0.3281 2.8407
C 1.6790 0.7869 1.8265
O 2.7370 1.6522 2.2905
P 0.1922 1.8359 1.7227
O 0.5089 2.9961 0.6902
O 0.1672 2.6199 3.1070
O -1.0104 1.0251 1.4722
P 2.0258 0.0572 0.1494
O 3.6175 0.3043 0.0351
O 1.6640 -1.3837 0.1509
O 1.3103 0.9170 -0.8964
H 1.2364 0.1121 3.8167
H 2.3390 -0.9487 2.9121
H 0.6113 -0.9623 2.5472
H 3.4880 1.5582 1.6920
H 0.6708 2.5784 -0.1848
H 1.0331 3.0212 3.2710
H 4.0658 -0.5250 -0.1708
N -2.7377 -1.7985 -2.8044
C -2.7064 -2.1565 -1.4800
N -3.4026 -3.1284 -0.9260
N -3.0498 -3.0939 0.3819
N -2.1808 -2.1755 0.6037
N -1.9540 -1.5479 -0.5676
C -2.0999 -0.6800 -3.2909
N -2.2733 -0.1711 -4.4923
N -1.4504 0.9051 -4.5221
N -0.8470 1.0574 -3.3998
N -1.2275 0.0446 -2.5926
H -3.3576 -2.2963 -3.4170
*
```

Mulliken atomic charges, in units of e:
1. Pd 1.011
2. C -1.601
3. C 1.204
4. O -0.629
5. P 0.819
6. O -0.560
7. O -0.566
8. O -0.636
9. P 1.047
10. O -0.595
11. O -0.706
12. O -0.881
13. H 0.402
14. H 0.393
15. H 0.310
16. H 0.374
17. H 0.462
18. H 0.340
19. H 0.328
20. N -0.143
21. C 0.522
22. N -0.501
23. N -0.589
24. N -0.393
25. N 0.405
26. C 0.361
27. N -0.474
28. N -0.546
29. N -0.490
30. N 0.132
31. H 0.200

(2)
Below is C6H11P in the gas phase, with properties calculated with the ωB97M-V functional and the def2-TZVPD basis.

Gap between HOMO and LUMO, eV: 9.63
Energy relative to the best compared isomer or geometry (same formula, charge and spin), kcal/mol: 0.0

ORCA input file:
```
! wB97M-V def2-TZVPD RIJCOSX def2/J DEFGRID3
* xyz 0 1
C -1.2521 -0.2288 -1.0372
C 0.0022 -0.3294 -1.3724
C -1.6494 0.2551 0.3248
C 1.0146 0.1854 -0.3478
C 1.3457 1.6671 -0.7121
C 0.0501 -1.5575 1.7338
P -0.0064 0.2691 1.2447
H -2.1517 -0.5262 -1.6327
H 0.3965 -0.7444 -2.3598
H -1.9692 1.2611 0.3247
H -2.3371 -0.2920 0.9710
H 1.9598 -0.3345 -0.1725
H 1.5514 2.2639 0.2138
H 0.6507 2.2406 -1.4030
H 2.3649 1.7148 -1.1808
H 0.9478 -1.7225 2.2754
H -0.1133 -2.1655 0.7701
H -0.8044 -1.9563 2.3601
*
```

Mulliken atomic charges, in units of e:
1. C -0.195
2. C -0.592
3. C -0.920
4. C 0.088
5. C -1.253
6. C -1.038
7. P 0.002
8. H 0.316
9. H 0.309
10. H 0.354
11. H 0.429
12. H 0.525
13. H 0.380
14. H 0.280
15. H 0.349
16. H 0.340
17. H 0.297
18. H 0.328

(3)
Below is 2 unconnected molecules or ions with the total composition C2H6N4OS, with properties calculated with the ωB97M-V functional and the def2-TZVPD basis.

Gap between HOMO and LUMO, eV: 9.62
Energy relative to the best compared isomer or geometry (same formula, charge and spin), kcal/mol: 153.7

ORCA input file:
```
! wB97M-V def2-TZVPD RIJCOSX def2/J DEFGRID3
* xyz 0 1
C -0.3251 -0.8520 0.6800
C 2.0296 1.5598 -0.2896
H -2.5901 -0.0893 -0.3192
H -1.7551 -1.3583 -1.1172
H -1.9411 -2.3138 1.4314
H 2.0882 -0.2706 -0.9812
H 3.1584 1.2306 -0.0273
H 0.2997 2.0967 0.0137
N -2.5052 -0.9661 -0.1958
N -1.6772 -0.9572 1.1410
N 1.4788 0.4989 -0.9862
N 1.3779 2.5308 0.2639
O 0.5540 -1.3619 1.2604
S -0.1928 0.2524 -0.8738
*
```

Mulliken atomic charges, in units of e:
1. C 0.473
2. C 0.151
3. H 0.338
4. H 0.351
5. H 0.384
6. H 0.308
7. H 0.202
8. H 0.265
9. N -0.648
10. N -0.279
11. N -0.271
12. N -0.563
13. O -0.444
14. S -0.268

(4)
Below is a molecular structure, C20H20Cl2OPtSSe3Te, with properties calculated with the ωB97M-V functional and the def2-TZVPD basis.

Gap between HOMO and LUMO, eV: 4.17
Energy relative to the best compared isomer or geometry (same formula, charge and spin), kcal/mol: 0.0

ORCA input file:
```
! wB97M-V def2-TZVPD RIJCOSX def2/J DEFGRID3
* xyz -2 1
Pt 2.5395 0.7689 1.3890
Se 4.5960 0.3518 2.7905
Se 6.2253 1.7834 1.8824
Te 4.8432 3.8559 2.0165
Se 3.0152 2.9677 0.5068
Cl 0.0772 1.8370 4.3370
C 1.7527 1.6017 4.8490
Cl 1.9737 2.0134 6.5753
H 2.3956 2.2460 4.2617
H 2.0123 0.5576 4.7173
C 0.9304 0.9295 0.2331
C -0.0016 0.9177 -0.5432
C -1.0762 0.8418 -1.4725
C -1.8007 2.0553 -1.7615
C -2.6276 2.2432 -2.8982
C -3.2796 3.4398 -3.1446
C -3.1456 4.5276 -2.2877
C -2.3063 4.3816 -1.1822
C -1.6515 3.1934 -0.9276
C -1.3836 -0.4570 -1.9927
C -0.4121 -1.4980 -1.9411
C -0.6727 -2.7807 -2.3784
C -1.9206 -3.1351 -2.8950
C -2.8976 -2.1414 -2.9443
C -2.6475 -0.8516 -2.5138
H -2.7185 1.4491 -3.6259
H -3.8930 3.5280 -4.0383
H -3.6586 5.4628 -2.4837
H -2.1562 5.2163 -0.5035
H -0.9915 3.1152 -0.0721
H 0.5734 -1.2430 -1.5581
H 0.1183 -3.5257 -2.3272
H -2.1234 -4.1431 -3.2381
H -3.8917 -2.3831 -3.3130
H -3.4608 -0.1399 -2.5237
O 2.0584 -1.6317 3.5082
S 1.8759 -1.2735 2.0809
C 2.6513 -2.5880 1.0959
C 1.5321 -3.4814 0.5534
C 0.2996 -3.2716 1.4345
C 0.2095 -1.7666 1.6287
H 3.3086 -3.0822 1.8106
H 3.2529 -2.1069 0.3280
H 1.8413 -4.5269 0.5233
H 1.2874 -3.1753 -0.4648
H 0.4264 -3.7694 2.3989
H -0.6016 -3.6555 0.9585
H -0.4325 -1.4290 2.4395
H -0.0456 -1.2283 0.7119
*
```

Mulliken atomic charges, in units of e:
1. Pt 0.727
2. Se -0.429
3. Se -0.297
4. Te -0.211
5. Se -0.373
6. Cl -0.180
7. C 0.383
8. Cl -0.246
9. H -0.007
10. H 0.010
11. C -1.376
12. C 1.370
13. C -0.445
14. C 0.234
15. C -0.340
16. C -0.579
17. C -0.458
18. C -0.498
19. C -0.705
20. C 0.450
21. C -0.436
22. C -0.518
23. C -0.705
24. C -0.519
25. C -0.583
26. H 0.554
27. H 0.324
28. H 0.342
29. H 0.346
30. H 0.388
31. H 0.641
32. H 0.317
33. H 0.372
34. H 0.336
35. H 0.568
36. O -0.724
37. S 0.352
38. C -0.920
39. C -0.145
40. C -0.757
41. C -0.032
42. H 0.442
43. H 0.455
44. H 0.411
45. H -0.165
46. H 0.314
47. H 0.405
48. H 0.379
49. H -0.473

(5)
Below is a molecular structure, C3H4O4Tl, with properties calculated with the ωB97M-V functional and the def2-TZVPD basis.

Gap between HOMO and LUMO (alpha / beta), eV: 4.38 / 6.81
Energy relative to the best compared isomer or geometry (same formula, charge and spin), kcal/mol: 0.0

ORCA input file:
```
! wB97M-V def2-TZVPD RIJCOSX def2/J DEFGRID3
* xyz 3 1
C -0.4773 -0.2844 -1.0002
O -1.0929 0.1920 -1.9494
O 0.7793 -0.0436 -0.7157
C 1.0979 -0.8021 0.3998
O -0.9063 -1.3336 -0.3015
C 0.0907 -1.6588 0.5943
Tl -1.0630 1.2297 -3.4558
H -0.1219 -2.4146 1.3409
H 2.0960 -0.7021 0.8090
O 0.1376 2.1220 1.2147
H -0.7958 2.3486 1.2659
H 0.2558 1.3469 1.7980
*
```

Mulliken atomic charges, in units of e:
1. C 1.093
2. O -0.358
3. O -0.126
4. C -0.320
5. O -0.109
6. C 0.246
7. Tl 1.255
8. H 0.466
9. H 0.451
10. O -0.407
11. H 0.410
12. H 0.399

(6)
Below is a molecular structure, C30H25CdCl4N5O5S, with properties calculated with the ωB97M-V functional and the def2-TZVPD basis.

Gap between HOMO and LUMO, eV: 5.28
Energy relative to the best compared isomer or geometry (same formula, charge and spin), kcal/mol: 6.5

ORCA input file:
```
! wB97M-V def2-TZVPD RIJCOSX def2/J DEFGRID3
* xyz -2 1
Cd -0.7918 0.0244 1.2888
C 1.4871 3.4201 1.7363
O 2.8000 2.9945 2.1632
C 3.1202 1.6473 2.2150
C 4.4691 1.3695 2.2190
C 4.9420 0.0538 2.1900
C 4.0211 -0.9695 2.1302
C 2.6435 -0.7234 2.1430
C 1.7602 -1.8857 2.0915
N 0.5075 -1.8402 1.8699
N -0.1987 -3.0257 1.8448
C -1.4569 -2.7780 2.1898
O -1.9261 -1.6897 2.6121
C -2.3985 -3.9307 1.9866
C -1.9668 -5.2531 1.9469
C -2.8745 -6.2799 1.7277
C -4.2200 -5.9924 1.5301
C -4.6512 -4.6717 1.5557
C -3.7466 -3.6456 1.7899
C 2.1372 0.6079 2.2638
O 0.8991 0.8912 2.4469
H 1.5898 4.4949 1.5776
H 0.7344 3.2117 2.4868
H 1.1857 2.9362 0.8091
H 5.1610 2.2065 2.2371
H 6.0061 -0.1482 2.1935
H 4.3566 -2.0009 2.0758
H 2.2165 -2.8670 2.2643
H -0.9124 -5.4545 2.0832
H -2.5322 -7.3087 1.7048
H -4.9275 -6.7942 1.3500
H -5.6957 -4.4389 1.3840
H -4.0503 -2.6061 1.7998
Cl -6.1648 2.4211 -2.6021
C -4.7241 2.3431 -1.6256
C -3.9559 3.4675 -1.4229
Cl -4.4115 4.9902 -2.1355
C -2.7915 3.3763 -0.6337
Cl -1.8020 4.7880 -0.3679
C -2.3701 2.1866 -0.0428
O -1.3022 2.0935 0.6786
C -3.1758 0.9871 -0.2716
O -2.7824 -0.1314 0.2191
C -4.3305 1.1231 -1.0462
Cl -5.2840 -0.3184 -1.2952
C -3.1936 -1.3057 -4.2607
C -2.1375 -1.1193 -3.2082
C -1.5470 0.1182 -2.9896
C -0.6316 0.2627 -1.9606
N -0.2768 -0.7380 -1.1578
C -0.8334 -1.9305 -1.3686
C -1.7511 -2.1646 -2.3772
H -3.1921 -0.4768 -4.9689
H -4.1760 -1.3378 -3.7858
H -3.0453 -2.2383 -4.8086
H -1.8268 0.9793 -3.5847
H -0.1915 1.2309 -1.7501
H -0.5530 -2.7165 -0.6744
H -2.1943 -3.1481 -2.4822
S 2.6595 1.4570 -1.4758
C 3.9988 2.3971 -1.2869
N 5.1255 2.3498 -2.0809
C 5.9809 3.4917 -1.8112
C 5.6032 3.7753 -0.3571
N 4.2164 3.3492 -0.3448
H 4.9992 1.9812 -3.0075
H 5.7336 4.3492 -2.4499
H 7.0369 3.2499 -1.9320
H 5.7074 4.8260 -0.0881
H 6.2102 3.1678 0.3245
H 3.6853 3.3096 0.5254
*
```

Mulliken atomic charges, in units of e:
1. Cd 1.885
2. C -0.589
3. O -0.710
4. C -0.047
5. C -0.008
6. C -0.846
7. C -0.781
8. C 1.027
9. C -1.016
10. N 0.806
11. N -0.929
12. C 0.459
13. O -0.827
14. C 0.272
15. C -0.245
16. C -0.575
17. C -0.277
18. C -0.626
19. C -0.469
20. C 0.559
21. O -1.050
22. H 0.248
23. H 0.373
24. H 0.139
25. H 0.543
26. H 0.337
27. H 0.304
28. H 0.226
29. H 0.417
30. H 0.353
31. H 0.345
32. H 0.376
33. H 0.450
34. Cl -0.271
35. C 0.215
36. C 0.224
37. Cl -0.271
38. C 0.373
39. Cl -0.257
40. C -0.165
41. O -0.728
42. C -0.292
43. O -1.003
44. C 0.472
45. Cl -0.240
46. C -1.464
47. C 1.287
48. C -0.849
49. C -0.387
50. N -0.314
51. C -0.468
52. C -0.747
53. H 0.358
54. H 0.223
55. H 0.408
56. H 0.304
57. H 0.403
58. H 0.574
59. H 0.400
60. S -0.272
61. C 0.018
62. N -0.237
63. C -0.597
64. C -0.555
65. N -0.064
66. H 0.257
67. H 0.290
68. H 0.335
69. H 0.378
70. H 0.280
71. H 0.256